(1)
C20H22N2O4S as an isolated structure, computed with ωB97M-V/def2-TZVPD.

Element x y z (Å)
C (-6.15, -1.01, 0.02)
C (-4.79, -0.32, 0.40)
O (-4.77, 0.45, 1.38)
C (-3.67, -0.53, -0.46)
C (-2.67, 0.25, -0.44)
C (-1.59, 0.22, -0.98)
C (-1.48, -0.89, -1.75)
C (-2.44, -1.67, -2.18)
C (-3.64, -1.53, -1.42)
H (-4.33, -2.34, -1.45)
H (-2.35, -2.32, -2.72)
H (-0.58, -0.77, -2.58)
N (-0.43, 1.01, -1.05)
C (-0.34, 2.42, -0.17)
O (-1.26, 2.77, 0.35)
C (0.91, 3.04, -0.17)
C (2.13, 2.18, -0.98)
N (2.34, 1.06, -0.23)
S (2.92, -0.12, -1.25)
O (1.85, -0.21, -2.16)
O (4.16, -0.27, -1.59)
C (2.31, -1.46, 0.11)
C (3.40, -2.38, 0.29)
C (3.04, -3.49, 1.26)
C (1.84, -3.46, 1.41)
C (0.96, -2.66, 1.36)
C (1.18, -1.82, 0.51)
H (0.47, -0.72, 0.25)
H (-0.19, -2.79, 1.92)
H (1.64, -4.49, 2.39)
H (3.86, -4.18, 1.26)
H (4.34, -2.42, -0.35)
C (2.98, 1.39, 1.01)
H (3.17, 0.26, 1.41)
C (1.88, 2.03, 1.84)
C (1.51, 3.58, 1.17)
H (0.67, 3.85, 1.52)
H (2.29, 4.11, 1.36)
H (2.32, 2.38, 2.83)
H (0.93, 1.58, 2.08)
H (3.95, 1.87, 1.07)
H (1.70, 2.16, -1.82)
H (2.90, 2.93, -1.03)
H (0.72, 3.88, -0.78)
H (0.24, 0.95, -1.55)
H (-2.67, 1.18, 0.40)
H (-6.28, -0.94, -1.08)
H (-6.92, -0.79, 0.54)
H (-6.08, -1.99, 0.00)

Output
**Electronic energy**: -1583.18073 a.u.
**Highest occupied orbital energy**: -0.304 Ha
**Lowest unoccupied orbital energy**: 0.408 eV

From a Löwdin analysis of the wavefunction, the atomic charges in e read: C 0.03; C -0.30; O 0.06; C -0.20; C -0.07; C -0.31; C -0.03; C -0.02; C 0.05; H 0.11; H -0.02; H 0.18; N 0.20; C -0.38; O 0.21; C -0.16; C -0.16; N -0.27; S 0.63; O -0.28; O -0.17; C -0.24; C 0.04; C -0.07; C -0.28; C -0.18; C -0.18; H 0.21; H 0.22; H 0.20; H 0.11; H 0.12; C -0.18; H 0.16; C -0.08; C 0.00; H 0.02; H 0.05; H 0.12; H 0.11; H 0.13; H 0.05; H 0.14; H 0.14; H -0.08; H 0.20; H 0.11; H 0.01; H 0.02

---

(2)
One molecule with the formula C4H6N2, computed with ωB97M-V/def2-TZVPD.

Element x y z (Å)
N (-1.87, 0.87, -1.99)
C (-1.41, 0.69, -0.94)
C (-0.78, 0.34, 0.35)
C (-0.07, -1.03, 0.20)
C (1.24, -0.22, 0.12)
N (0.52, 0.96, 0.64)
H (-1.52, 0.45, 1.15)
H (-0.16, -1.65, 1.09)
H (-0.35, -1.60, -0.68)
H (1.61, -0.11, -0.91)
H (2.07, -0.55, 0.76)
H (0.71, 1.85, 0.19)

Output
**Electronic energy**: -265.47883 a.u.
**Highest occupied orbital energy**: -0.360 Ha
**Lowest unoccupied orbital energy**: 0.974 eV
**Structure (SMILES)**: N#C[C@H]1CCN1

From a Löwdin analysis of the wavefunction, the atomic charges in e read: N 0.15; C -0.18; C -0.33; C -0.11; C -0.19; N -0.01; H 0.14; H 0.11; H 0.11; H 0.11; H 0.10; H 0.11

---

(3)
A 15-piece molecular cluster, C5H41N2O14 overall, computed with ωB97M-V/def2-TZVPD.

Element x y z (Å)
C (1.02, -2.42, 2.80)
C (1.01, -1.23, 1.88)
C (0.61, -1.58, 0.39)
C (0.56, -0.24, -0.26)
C (1.12, -0.03, -1.48)
N (0.98, 1.23, -2.20)
N (0.10, -0.18, 2.61)
H (0.22, -3.17, 2.60)
H (0.63, -2.17, 3.73)
H (1.94, -2.93, 2.91)
H (1.94, -0.61, 1.80)
H (-0.35, -2.14, 0.31)
H (1.35, -2.15, -0.08)
H (-0.12, 0.45, 0.19)
H (1.80, -0.76, -1.96)
H (0.31, 1.80, -1.92)
H (1.44, 1.28, -3.06)
H (-0.31, 0.59, 2.07)
H (0.57, 0.23, 3.49)
H (-0.79, -0.62, 2.90)
H (3.89, 2.16, 0.79)
H (2.41, 2.33, 0.45)
O (3.03, 1.65, 0.83)
H (-2.64, -1.61, -1.44)
H (-3.19, -0.60, -2.48)
O (-2.96, -0.72, -1.65)
H (-0.03, 2.65, 0.51)
H (-1.58, 2.23, 0.66)
O (-0.72, 2.19, 1.11)
H (1.53, 3.08, -1.03)
H (1.36, 4.41, -0.19)
O (1.15, 3.45, -0.22)
H (3.25, -1.92, -1.13)
H (3.34, -3.39, -0.82)
O (2.97, -2.77, -1.56)
H (-0.03, 2.99, 4.17)
H (-0.71, 2.49, 2.92)
O (-0.45, 2.23, 3.79)
H (-2.18, -3.87, -1.78)
H (-0.93, -2.89, -1.68)
O (-1.86, -3.14, -1.29)
H (-3.55, -0.81, 1.74)
H (-4.01, 0.02, 0.47)
O (-4.06, -0.04, 1.41)
H (1.39, -3.17, -2.18)
H (0.63, -2.67, -3.43)
O (0.53, -3.15, -2.57)
H (-3.22, 1.34, 0.15)
H (-2.17, 0.55, -0.63)
O (-2.50, 1.51, -0.49)
H (-3.45, -3.05, 2.65)
H (-2.58, -2.79, 1.19)
O (-2.72, -2.74, 2.22)
H (-0.33, 3.43, -2.67)
H (0.60, 4.54, -3.11)
O (0.58, 3.69, -2.65)
H (-1.95, 2.05, -3.09)
H (-2.55, 3.02, -2.16)
O (-2.02, 3.06, -3.02)
H (4.66, -0.42, -0.39)
H (3.32, 0.04, 0.04)
O (3.75, -0.70, -0.18)

Output
**Electronic energy**: -1377.69227 a.u.
**Highest occupied orbital energy**: -0.403 Ha
**Charge**: +1
**Lowest unoccupied orbital energy**: -2.288 eV

From a Löwdin analysis of the wavefunction, the atomic charges in e read: C -0.03; C -0.26; C -0.13; C -0.14; C -0.10; N 0.10; N 0.19; H 0.10; H 0.05; H 0.08; H 0.14; H 0.11; H 0.07; H 0.05; H 0.11; H -0.03; H 0.08; H 0.08; H 0.19; H 0.16; H 0.10; H 0.02; O -0.08; H 0.01; H -0.02; O 0.01; H 0.05; H 0.01; O -0.14; H 0.04; H 0.12; O -0.07; H -0.02; H 0.13; O -0.12; H 0.04; H -0.02; O -0.04; H 0.04; H 0.06; O -0.08; H 0.03; H -0.02; O -0.04; H -0.02; H 0.10; O -0.05; H 0.04; H 0.08; O -0.11; H 0.00; H 0.10; O -0.05; H -0.03; H 0.08; O -0.07; H 0.08; H 0.08; O -0.09; H 0.10; H -0.07; O -0.01

---

(4)
C10H10N2O5Pd as an isolated structure, computed with ωB97M-V/def2-TZVPD.

Element x y z (Å)
Pd (-0.70, -1.33, -0.21)
O (1.32, -1.33, -0.26)
C (2.00, -0.29, -0.27)
C (1.59, 1.08, -0.27)
C (2.64, 2.02, -0.28)
C (2.38, 3.35, -0.27)
C (1.05, 3.83, -0.25)
C (0.02, 2.95, -0.24)
C (0.22, 1.53, -0.25)
O (-0.79, 0.77, -0.23)
N (3.48, 4.30, -0.28)
O (3.21, 5.49, -0.28)
O (4.62, 3.86, -0.31)
H (3.09, -0.44, -0.30)
H (3.67, 1.68, -0.30)
H (0.88, 4.90, -0.24)
H (-1.01, 3.29, -0.22)
N (-4.37, -3.00, 0.51)
C (-3.08, -2.65, 0.38)
O (-2.78, -1.54, -0.09)
C (-1.99, -3.58, 0.81)
C (-0.80, -3.32, -0.12)
H (-5.08, -2.34, 0.23)
H (-4.63, -3.89, 0.88)
H (-2.33, -4.62, 0.88)
H (-1.73, -3.25, 1.83)
H (-1.00, -3.70, -1.12)
H (0.12, -3.77, 0.26)

Output
**Electronic energy**: -1000.58389 a.u.
**Highest occupied orbital energy**: -0.306 Ha
**Lowest unoccupied orbital energy**: -0.082 eV

From a Löwdin analysis of the wavefunction, the atomic charges in e read: Pd 0.94; O -0.11; C -0.17; C -0.12; C 0.04; C -0.16; C 0.01; C 0.01; C -0.35; O -0.13; N -0.37; O 0.07; O 0.06; H 0.14; H 0.13; H 0.12; H 0.12; N 0.20; C -0.51; O -0.06; C -0.19; C -0.26; H 0.12; H 0.11; H 0.11; H 0.12; H 0.06; H 0.05